DFT (the ωB97M-V functional and the def2-TZVPD basis) results for a cluster of 15 separate species, C44H125N7O23 in total at a distorted geometry.

```
199
Properties=species:S:1:pos:R:3
C -1.6797 1.6203 1.4632
C -0.5154 0.7848 1.9284
C 0.5877 0.5488 0.8210
O -0.0875 0.1725 -0.3581
C 0.8093 -0.2786 -1.3905
N -0.0243 1.4576 3.1563
H -1.4681 2.5474 0.9307
H -2.2141 2.0145 2.3276
H -2.4180 1.0749 0.8754
H -0.9285 -0.1291 2.3552
H 1.3452 -0.1574 1.1609
H 1.1506 1.4678 0.6579
H 1.6361 -0.9209 -1.0871
H 1.3095 0.6440 -1.6851
H 0.4491 -0.7251 -2.3173
H 0.7389 0.9343 3.5608
H 0.4721 2.2948 2.8864
C -3.1432 3.5806 5.1092
C -1.7680 4.3218 5.2219
C -1.8711 5.5691 6.1129
O -2.6105 6.6146 5.6075
C -2.2353 7.8693 6.1680
N -0.7384 3.3436 5.5558
H -3.5966 3.3515 6.0736
H -3.1026 2.6369 4.5652
H -3.8115 4.2602 4.5804
H -1.6458 4.6730 4.1973
H -0.8543 5.9617 6.1272
H -2.1031 5.3392 7.1528
H -2.5137 7.8735 7.2219
H -2.7890 8.7250 5.7815
H -1.1716 8.1035 6.2092
H -0.2521 3.1087 4.7023
H -0.0071 3.7775 6.1008
C -6.0992 -1.1294 4.7067
C -5.4157 -1.4502 3.3677
C -4.7731 -0.1651 2.7900
O -5.6985 0.8731 2.6465
C -6.6498 0.7013 1.5108
N -4.3680 -2.3594 3.6750
H -6.8689 -0.3686 4.5772
H -5.3073 -0.8106 5.3845
H -6.6505 -1.9217 5.2131
H -6.1191 -1.8195 2.6213
H -4.2760 -0.2563 1.8243
H -4.0019 0.1076 3.5104
H -7.2721 -0.1831 1.6472
H -6.0192 0.6697 0.6223
H -7.3113 1.5590 1.3887
H -3.6409 -2.0389 4.2985
H -3.8514 -2.5572 2.8299
C 4.8654 0.0823 -3.4173
C 5.8996 0.9246 -2.6696
C 7.3345 0.5670 -2.9682
O 7.7034 -0.7095 -2.4347
C 9.1195 -1.0669 -2.6589
N 5.6374 2.2737 -3.1127
H 3.8355 0.1607 -3.0690
H 5.1571 -0.9679 -3.4094
H 4.6271 0.2852 -4.4614
H 5.7313 0.7624 -1.6049
H 7.9867 1.2968 -2.4885
H 7.5685 0.6220 -4.0314
H 9.7951 -0.4049 -2.1172
H 9.3893 -1.0575 -3.7149
H 9.1856 -2.0569 -2.2076
H 6.0950 2.9110 -2.4767
H 4.6718 2.5656 -3.0621
C -1.1948 -4.8104 3.6264
C 0.0242 -3.8299 3.4979
C 0.3716 -3.3254 2.0816
O 0.4966 -4.4400 1.2081
C 0.6771 -3.9473 -0.1063
N -0.1984 -2.6951 4.4184
H -2.1232 -4.3248 3.3259
H -1.3644 -5.0040 4.6856
H -1.0909 -5.7422 3.0704
H 0.9302 -4.3362 3.8309
H 1.2813 -2.7481 2.2466
H -0.5166 -2.7252 1.8842
H 1.6442 -3.4543 -0.2055
H -0.1713 -3.3994 -0.5165
H 0.7089 -4.7290 -0.8653
H -1.1516 -2.3613 4.4101
H 0.4519 -1.9508 4.2107
C -2.6936 4.6220 -5.0432
C -2.0539 4.4223 -3.6620
C -2.5654 3.1323 -2.9890
O -3.8518 3.3169 -2.4379
C -4.5469 2.1931 -2.0310
N -0.5954 4.4830 -3.9070
H -3.7795 4.7053 -5.0889
H -2.3955 3.8713 -5.7752
H -2.3577 5.5860 -5.4252
H -2.4308 5.2780 -3.1018
H -1.8629 2.8905 -2.1915
H -2.7580 2.2601 -3.6137
H -4.0184 1.5688 -1.3106
H -4.7445 1.5824 -2.9119
H -5.4889 2.4833 -1.5656
H -0.3218 3.7385 -4.5323
H -0.3563 5.3169 -4.4242
C -4.6278 -5.7382 -4.2562
C -3.7674 -5.2046 -5.4133
C -2.2975 -5.0367 -5.0802
O -2.1480 -4.3624 -3.8606
C -1.0308 -3.4217 -3.8108
N -4.0052 -6.0724 -6.5457
H -4.3618 -5.1764 -3.3608
H -4.4911 -6.7967 -4.0346
H -5.6719 -5.6127 -4.5429
H -4.1662 -4.2162 -5.6417
H -1.7792 -4.5714 -5.9186
H -1.7516 -5.9798 -5.0554
H -0.1134 -3.9188 -4.1263
H -0.9498 -3.0967 -2.7736
H -1.2613 -2.6252 -4.5182
H -3.3506 -5.8243 -7.2737
H -3.5328 -6.9034 -6.2196
C 2.9420 -1.5818 -5.7095
C 3.2180 -2.3658 -6.9877
O 3.7363 -3.6361 -6.6747
O 1.9229 -2.1899 -5.0172
H 2.6099 -0.5774 -5.9723
H 3.8736 -1.6369 -5.1464
H 3.9001 -1.8085 -7.6299
H 2.2085 -2.4571 -7.3885
H 2.9661 -4.0423 -6.2705
H 1.3435 -1.4474 -4.8312
C -2.2865 -0.9792 6.5768
C -1.8774 0.3893 6.1018
O -1.5311 1.3267 7.1659
O -2.5170 -1.8690 5.5364
H -3.0964 -0.9039 7.3024
H -1.4004 -1.3560 7.0876
H -2.6146 0.7327 5.3760
H -1.0026 0.2563 5.4653
H -1.3285 2.0581 6.5779
H -3.0318 -2.5822 5.9211
C -3.3188 -2.6705 -0.7486
C -4.3502 -1.5717 -1.0270
O -4.4585 -1.4313 -2.3852
O -3.3744 -3.1827 0.6059
H -2.3587 -2.2556 -1.0553
H -3.5529 -3.4147 -1.5099
H -4.0217 -0.6353 -0.5762
H -5.3206 -1.8926 -0.6482
H -5.3972 -1.3804 -2.5797
H -2.7850 -3.9404 0.6129
C 4.8934 -3.6751 -0.0244
C 6.2441 -3.2275 0.6042
O 7.2358 -3.0948 -0.4201
O 4.1184 -2.6343 -0.4883
H 4.3251 -4.0801 0.8129
H 5.0078 -4.5065 -0.7199
H 6.5412 -3.9625 1.3522
H 6.1908 -2.2585 1.1006
H 7.0631 -2.2326 -0.8054
H 3.4568 -2.9036 -1.1297
C 1.2627 4.4081 -1.0097
C 2.7974 3.9675 -1.1987
O 2.9724 3.2903 -2.4266
O 0.9970 5.3976 -1.9468
H 1.0226 4.8852 -0.0595
H 0.5299 3.6057 -1.0962
H 3.1333 3.4120 -0.3231
H 3.4551 4.8286 -1.3179
H 2.7541 3.8618 -3.1665
H 0.4357 4.9664 -2.5954
C 2.2041 0.7412 5.7908
C 3.0360 -0.2836 5.0334
O 2.2946 -0.9002 4.0044
O 2.2981 2.0386 5.1580
H 2.6216 0.9166 6.7823
H 1.1536 0.5342 5.9954
H 3.4494 -0.9971 5.7463
H 3.9068 0.1961 4.5865
H 2.6808 -0.7906 3.1324
H 1.9270 2.6738 5.7748
C 0.7237 1.0940 -4.9872
C 0.5801 1.6441 -6.4579
O -0.7311 2.0747 -6.7535
O 0.0506 -0.1602 -4.9327
H 0.3317 1.8970 -4.3630
H 1.7375 0.9789 -4.6036
H 0.8823 0.9108 -7.2056
H 1.2887 2.4628 -6.5826
H -0.9549 2.0113 -7.6849
H -0.9033 -0.0523 -4.9312
C 4.0231 0.6029 1.0127
C 4.2957 1.6940 2.0183
O 3.0789 2.1708 2.5007
O 3.7167 -0.6845 1.5712
H 4.8313 0.2680 0.3625
H 3.3092 0.8523 0.2277
H 4.7670 2.5079 1.4674
H 4.9613 1.3516 2.8106
H 3.0636 2.0220 3.4490
H 3.9670 -1.3456 0.9217
```

**Lowest unoccupied orbital energy**: 0.07 eV
**Frontier orbital gap**: 8.181 eV
**Electronic energy**: -105167.3188 eV
**HOMO**: -8.112 eV

DFT (the ωB97M-V functional and the def2-TZVPD basis) results for a structure of composition C3H2N4O at a distorted geometry.

```
10
Properties=species:S:1:pos:R:3
C -0.5733 -1.3205 -0.4492
C -0.6055 0.5915 0.1596
C 0.5771 -0.1210 -0.5012
H -1.0526 -1.7812 -1.4804
H -0.5461 -2.2804 -0.0953
N -0.5021 1.5334 1.1112
N 0.7978 2.0413 1.1035
N 1.7321 1.5675 0.4443
N 1.7719 0.2380 -0.3542
O -1.5991 -0.4686 0.0617
```

**Lowest unoccupied orbital energy**: -1.04 eV
**Frontier orbital gap**: 9.074 eV
**Electronic energy**: -11144.1614 eV
**HOMO**: -10.111 eV